{"formula": "C24H29AsN2O2PdS", "method": "ωB97M-V/def2-TZVPD", "homo_energy_ev": -14.3, "lumo_ev": -9.29, "e_tot_ha": -3953.19130, "charge": 2, "fmax_ha_per_bohr": 0.034, "de_lowest_kj_mol": 151.8, "homo_lumo_gap_ev": 5.02, "species": ["Pd", "C", "C", "C", "C", "C", "C", "C", "C", "S", "C", "N", "C", "C", "C", "C", "C", "C", "C", "C", "H", "H", "H", "H", "H", "H", "H", "H", "H", "H", "H", "H", "H", "H", "H", "H", "O", "C", "C", "C", "C", "O", "N", "H", "H", "H", "H", "C", "As", "C", "C", "H", "H", "H", "H", "H", "H", "H", "H", "H"], "xyz": [[1.78, 1.01, -0.03], [-3.62, -0.70, 1.00], [-3.58, -1.93, 0.10], [-4.64, -1.77, -1.00], [-3.90, -3.16, 0.96], [-2.21, -2.13, -0.55], [-2.02, -3.26, -1.37], [-0.83, -3.53, -1.99], [0.23, -2.64, -1.78], [1.83, -2.74, -2.43], [2.23, -1.32, -1.63], [1.26, -0.76, -0.92], [0.07, -1.51, -0.98], [-1.16, -1.25, -0.37], [3.51, -0.63, -1.62], [4.68, -0.97, -2.25], [5.80, -0.15, -2.09], [5.75, 1.00, -1.32], [4.57, 1.37, -0.68], [3.47, 0.54, -0.85], [-4.62, -0.60, 1.42], [-3.39, 0.22, 0.45], [-2.92, -0.80, 1.84], [-5.62, -1.65, -0.55], [-4.68, -2.64, -1.66], [-4.44, -0.89, -1.62], [-4.87, -3.02, 1.45], [-3.15, -3.32, 1.73], [-3.97, -4.07, 0.36], [-2.84, -3.95, -1.51], [-0.71, -4.41, -2.61], [-1.30, -0.34, 0.19], [4.75, -1.87, -2.86], [6.73, -0.42, -2.58], [6.62, 1.63, -1.22], [4.50, 2.28, -0.10], [2.22, 3.14, -0.18], [1.04, 3.31, -0.57], [0.35, 4.50, -1.17], [-1.12, 4.07, -1.16], [-1.14, 2.61, -0.69], [-2.07, 1.89, -0.54], [0.22, 2.27, -0.42], [0.75, 4.66, -2.17], [0.57, 5.40, -0.60], [-1.62, 4.15, -2.12], [-1.71, 4.64, -0.44], [2.08, 1.56, 3.42], [0.91, 0.72, 2.17], [0.92, -1.16, 2.50], [-0.84, 1.41, 2.50], [1.65, 1.32, 4.40], [2.09, 2.63, 3.26], [3.09, 1.16, 3.35], [0.54, -1.28, 3.51], [1.94, -1.55, 2.44], [0.28, -1.66, 1.79], [-1.25, 0.83, 3.34], [-1.48, 1.31, 1.63], [-0.76, 2.45, 2.78]], "mulliken_charge": [-0.789, -1.455, 1.710, -1.702, -1.707, 0.150, -0.558, -1.556, 0.714, -0.272, 1.418, 0.534, -2.025, 1.528, 0.152, -0.742, -0.711, -0.775, -0.155, 0.351, 0.534, 0.264, 0.193, 0.460, 0.371, 0.360, 0.460, 0.369, 0.357, 0.525, 0.422, 0.250, 0.469, 0.440, 0.454, 0.597, -0.506, 0.432, -0.522, -0.516, 0.129, -0.531, 0.182, 0.297, 0.352, 0.362, 0.296, -1.095, 1.069, -1.077, -0.859, 0.462, 0.386, 0.398, 0.471, 0.398, 0.310, 0.469, -0.008, 0.465]}